P) Density functional theory data (ωB97M-V/def2-TZVPD) for a single C4H6N2O molecule.

XYZ file:
```
13
Properties=species:S:1:pos:R:3
N 0.107 2.103 0.783
C -0.010 0.783 1.347
C -0.136 -0.270 0.248
C 0.891 -1.231 -0.248
O 0.457 -1.881 -1.276
C -0.751 -1.209 -1.631
N -1.135 -0.243 -0.737
H 0.758 1.795 -0.031
H -0.899 2.202 0.274
H 0.937 0.504 1.771
H -0.924 0.535 2.053
H 2.055 -1.461 -0.002
H -1.350 -1.626 -2.550
```

Output
**LUMO**: 0.033 hartree
**SMILES**: NCc1cocn1

---

Q) Density functional theory data (ωB97M-V/def2-TZVPD) for a 2-piece molecular cluster, C4H6N2O overall.

XYZ file:
```
13
Properties=species:S:1:pos:R:3
C -1.718 0.139 -0.195
C -0.671 -0.748 0.068
C 0.433 -0.912 -0.824
C 1.330 -0.055 -0.239
O 2.472 0.411 -0.756
N 0.841 0.494 0.934
N -0.103 -0.511 1.328
H -0.398 1.121 0.239
H -2.449 0.368 0.581
H -2.092 0.255 -1.210
H 0.405 -1.253 -1.848
H 2.897 0.958 -0.078
H -0.757 -0.077 1.973
```

Output
**LUMO**: 0.018 hartree

---

Which structure is the least stable? The one labeled Q).